[1]
This record from OMol25 describes a 3-piece molecular cluster, C20H51FN8O6P4S overall at a distorted geometry. The level of theory is ωB97M-V/def2-TZVPD.

As for the highest occupied orbital energy: -0.291 Eh. As for the spin multiplicity: 1. For the energy, the calculation gives -3545.3093 a.u. The value obtained for the energy above the lowest of the compared OMol25 structures with the same formula, charge and spin is 0.0000 eV. The SMILES is C#C[C@H]1C[C@@]([PH2]=N)(P(N)O)[C@@H](CCF)OS1(=O)=O.CN(C)P(=O)(N(C)C)N(C)C.CN(C)P(=O)(N(C)C)N(C)C.

Last column: Löwdin charge in e.
Element x y z (Å)
C (2.8092, -0.4907, -4.5583)  0.12
C (2.6610, -1.1263, -3.5565)  -0.13
C (2.4294, -2.1085, -2.4602)  -0.28
C (1.1189, -1.8424, -1.6555)  -0.19
C (-0.1686, -2.3616, -2.3579)  -0.60
P (-1.6067, -2.2353, -1.1439)  0.74
N (-1.6796, -0.7633, -0.5604)  -0.28
P (-0.6419, -1.2323, -3.7984)  0.88
N (-2.3729, -1.0556, -3.7924)  -0.19
O (-0.0758, 0.2901, -3.4096)  -0.30
C (-0.0735, -3.8647, -2.7673)  -0.39
C (-1.4551, -4.4457, -3.1713)  -0.15
C (-1.3848, -5.6431, -4.1266)  -0.20
F (-0.9054, -5.3180, -5.3780)  -0.03
O (0.9365, -4.0813, -3.7759)  -0.19
S (2.4106, -3.7866, -3.2161)  0.65
O (3.3120, -3.7307, -4.3199)  -0.25
O (2.8783, -4.7616, -2.2717)  -0.26
H (2.9731, -0.1968, -5.5773)  0.05
H (3.2886, -2.0561, -1.7797)  0.14
H (0.9575, -0.7887, -1.3973)  0.11
H (1.1960, -2.4047, -0.7046)  0.12
H (-1.4641, -3.1868, -0.0964)  0.03
H (-2.8225, -2.4949, -1.8168)  0.01
H (-1.6014, -0.8116, 0.4529)  -0.03
H (-2.5988, -0.7998, -4.7502)  0.03
H (-2.5798, -0.2411, -3.2059)  0.03
H (0.2967, 0.6609, -4.2179)  0.03
H (0.2574, -4.4279, -1.8695)  0.15
H (-1.9682, -4.7991, -2.2608)  0.12
H (-2.0558, -3.6430, -3.6268)  0.09
H (-2.4247, -5.9895, -4.2766)  0.12
H (-0.8596, -6.5090, -3.6894)  0.13
O (2.9748, -0.5537, 1.5590)  -0.30
P (4.0497, -0.3710, 2.6184)  0.76
N (5.1764, 0.4510, 1.6141)  -0.33
C (6.6162, 0.3278, 1.6446)  -0.14
C (4.8076, 1.8363, 1.3417)  -0.14
N (4.4090, -2.0703, 2.7503)  -0.35
C (5.0685, -2.7511, 1.6425)  -0.12
C (3.2395, -2.8426, 3.1613)  -0.15
N (5.0260, -0.0550, 4.0930)  -0.30
C (5.9270, -1.0285, 4.6884)  -0.14
C (4.1959, 0.5364, 5.1608)  -0.15
H (7.0723, 0.8705, 2.4853)  0.08
H (7.0407, 0.7327, 0.7227)  0.09
H (6.9467, -0.7077, 1.6857)  0.05
H (5.0517, 2.4901, 2.1926)  0.08
H (3.7355, 1.9207, 1.1517)  0.07
H (5.3184, 2.2107, 0.4530)  0.08
H (4.6203, -2.5142, 0.6708)  0.08
H (5.0308, -3.8338, 1.7758)  0.08
H (6.1305, -2.5052, 1.6087)  0.06
H (2.5358, -2.9995, 2.3359)  0.07
H (2.7021, -2.3276, 3.9649)  0.07
H (3.5451, -3.8156, 3.5539)  0.08
H (5.4021, -1.8628, 5.1632)  0.08
H (6.5279, -0.5282, 5.4552)  0.09
H (6.6320, -1.4289, 3.9641)  0.07
H (3.5017, -0.1975, 5.5863)  0.07
H (3.6055, 1.3675, 4.7609)  0.08
H (4.8157, 0.9404, 5.9635)  0.08
O (-5.6588, 1.4509, 0.1109)  -0.29
P (-5.4277, 2.9096, 0.4738)  0.75
N (-5.6525, 3.5420, -1.1105)  -0.33
C (-4.9415, 4.6465, -1.7113)  -0.14
C (-7.0482, 3.5699, -1.5307)  -0.15
N (-3.7469, 2.6987, 0.8658)  -0.35
C (-2.7910, 2.4106, -0.2005)  -0.13
C (-3.5573, 1.7404, 1.9514)  -0.15
N (-5.3827, 4.5553, 1.1971)  -0.30
C (-4.1545, 5.2516, 1.5420)  -0.14
C (-6.3205, 4.6605, 2.3311)  -0.15
H (-5.2861, 5.6250, -1.3448)  0.08
H (-5.0846, 4.6323, -2.7949)  0.08
H (-3.8662, 4.5831, -1.5598)  0.05
H (-7.5832, 4.4239, -1.0873)  0.08
H (-7.5624, 2.6570, -1.2233)  0.07
H (-7.1297, 3.6303, -2.6176)  0.08
H (-3.1405, 1.6298, -0.8805)  0.06
H (-1.8306, 2.0920, 0.2068)  0.07
H (-2.5678, 3.3103, -0.7779)  0.05
H (-3.6639, 0.7047, 1.6111)  0.07
H (-4.2929, 1.9093, 2.7460)  0.07
H (-2.5679, 1.8651, 2.3997)  0.08
H (-3.6415, 4.8125, 2.4031)  0.08
H (-4.3963, 6.2915, 1.7880)  0.09
H (-3.4593, 5.2913, 0.7070)  0.07
H (-5.9666, 4.0962, 3.2020)  0.07
H (-7.3004, 4.2629, 2.0466)  0.07
H (-6.4698, 5.7018, 2.6240)  0.08

Cartesian forces (eV/Å) of the 3 atoms listed first:
0.198 -0.304 -0.647
-0.338 -0.942 0.577
-1.127 1.244 -0.360

***

[2]
This record from OMol25 describes C20H51I2NO14P4Si2 as an isolated structure at a distorted geometry. The level of theory is ωB97M-V/def2-TZVPD.

As for the highest occupied orbital energy: -0.305 Eh. As for the spin multiplicity: 1. For the energy, the calculation gives -4440.4304 a.u.

Last column: Löwdin charge in e.
Element x y z (Å)
C (3.2771, 0.9970, 4.3491)  0.00
C (1.7847, 1.3819, 4.4288)  -0.51
O (1.2981, 1.7207, 5.4501)  0.12
N (1.0739, 1.3204, 3.1729)  0.00
C (-0.1435, 0.4640, 3.2619)  -0.20
C (-0.0936, -0.5599, 2.0912)  -0.18
C (-0.1505, 0.1445, 0.6852)  -0.25
C (0.9793, -0.3778, -0.2524)  -0.30
Si (2.6981, 0.3278, 0.1844)  0.55
O (3.3793, 0.8786, -1.2981)  -0.44
Si (4.4325, 2.1893, -1.0457)  0.24
C (3.6223, 3.7298, -1.7767)  -0.85
I (3.6409, 3.9635, -3.9117)  0.73
C (3.0254, 4.6388, -0.9933)  -0.84
C (2.9233, 4.5856, 0.5296)  -0.19
I (2.0515, 6.3403, -1.9096)  0.75
P (6.3462, 1.6342, -2.0195)  0.71
C (7.7781, 2.5149, -1.1664)  -0.35
C (6.5795, -0.1624, -1.4864)  -0.35
H (3.8228, 1.7433, 3.7446)  0.08
H (3.7184, 0.8781, 5.3485)  0.08
H (3.3060, 0.0155, 3.8383)  0.08
H (0.8082, 2.2647, 2.9037)  0.12
H (-0.1782, -0.1106, 4.2042)  0.11
H (-1.0121, 1.1404, 3.1851)  0.11
H (0.8279, -1.1692, 2.1825)  0.10
H (-0.9299, -1.2782, 2.1946)  0.11
H (-0.1605, 1.2454, 0.7622)  0.10
H (-1.1257, -0.1408, 0.2455)  0.10
H (0.7714, -0.1001, -1.3051)  0.06
H (1.0803, -1.4795, -0.2349)  0.07
H (2.5936, 1.4816, 1.0811)  -0.03
H (3.5894, -0.7150, 0.7463)  -0.01
H (4.5929, 2.3840, 0.4082)  -0.02
H (2.8657, 5.6353, 0.8781)  0.05
H (3.7921, 4.1454, 1.0313)  0.05
H (1.9626, 4.1352, 0.8410)  0.08
H (8.6043, 1.7791, -1.1584)  0.03
H (8.1318, 3.3856, -1.7336)  0.02
H (7.5571, 2.7339, -0.1075)  0.02
H (6.3682, -0.2439, -0.4018)  0.03
H (7.5965, -0.5214, -1.6897)  0.03
H (5.7935, -0.7415, -1.9955)  0.02
C (-4.4590, 1.2018, 3.9164)  -0.12
O (-3.6932, 0.0052, 3.9762)  -0.32
P (-4.3105, -1.2753, 4.8857)  0.68
O (-5.7307, -1.1898, 4.4006)  -0.26
O (-4.0751, -0.4613, 6.2860)  -0.26
C (-2.7223, -0.1074, 6.6251)  -0.10
O (-4.4184, -2.7281, 5.7212)  -0.28
C (-5.6955, -3.2167, 6.1007)  -0.12
H (-3.7789, 2.0099, 3.6415)  0.09
H (-5.2262, 1.1152, 3.1480)  0.09
H (-4.9154, 1.4367, 4.8777)  0.09
H (-2.5875, 0.9643, 6.4754)  0.09
H (-1.9943, -0.6462, 6.0179)  0.07
H (-2.5509, -0.3460, 7.6732)  0.09
H (-6.2579, -3.5493, 5.2289)  0.09
H (-6.2510, -2.4555, 6.6484)  0.09
H (-5.5318, -4.0809, 6.7448)  0.09
C (3.1494, -4.3528, -3.3651)  -0.12
O (2.0547, -3.6209, -2.8272)  -0.31
P (0.7963, -3.2365, -3.8846)  0.68
O (0.6885, -4.5758, -4.5587)  -0.26
O (1.7384, -2.1889, -4.7149)  -0.25
C (2.2525, -1.0593, -3.9875)  -0.09
O (-0.5884, -2.5243, -4.5167)  -0.30
C (-1.1892, -3.0544, -5.6885)  -0.11
H (4.0049, -4.1867, -2.7086)  0.09
H (2.9177, -5.4170, -3.3742)  0.09
H (3.4048, -4.0158, -4.3695)  0.09
H (3.3160, -1.2118, -3.8015)  0.09
H (1.7400, -0.9225, -3.0349)  0.05
H (2.1213, -0.1620, -4.5900)  0.09
H (-1.6536, -4.0184, -5.4833)  0.09
H (-0.4560, -3.1434, -6.4901)  0.09
H (-1.9755, -2.3611, -5.9899)  0.09
C (-2.7636, -1.6611, -2.7457)  -0.13
O (-3.6167, -0.9112, -1.8852)  -0.30
P (-4.9909, -0.2264, -2.5793)  0.68
O (-5.4189, -1.4198, -3.3868)  -0.26
O (-4.0910, 0.8386, -3.4391)  -0.26
C (-3.2863, 1.7713, -2.7000)  -0.10
O (-6.3582, 0.7246, -2.7966)  -0.28
C (-7.2372, 0.4387, -3.8728)  -0.13
H (-1.7788, -1.7007, -2.2794)  0.07
H (-3.1391, -2.6786, -2.8486)  0.09
H (-2.6690, -1.1953, -3.7242)  0.08
H (-2.2391, 1.4759, -2.7789)  0.08
H (-3.5676, 1.8100, -1.6472)  0.08
H (-3.4117, 2.7620, -3.1341)  0.09
H (-7.7769, -0.4910, -3.6957)  0.08
H (-6.6901, 0.3917, -4.8143)  0.09
H (-7.9669, 1.2477, -3.9170)  0.09

Cartesian forces (eV/Å) of the 3 atoms listed first:
-0.721 -0.493 -0.292
1.990 -0.050 -1.215
-1.118 0.364 1.524

***

Calculated HOMO-LUMO gap (eV), listed in the same order as above: 7.277, 6.202